This record from the Open Molecules 2025 dataset describes a cluster of 2 separate species, CH4NOP in total in a non-equilibrium geometry. The level of theory is ωB97M-V/def2-TZVPD.

XYZ file:
```
8
Properties=species:S:1:pos:R:3:lowdin_charge:R:1
C -1.2145 -0.6288 0.4136 0.05
N -1.8080 0.0204 -0.3430 -0.21
O -2.2703 0.9130 -0.9964 0.04
H -1.1376 -1.6696 0.5447 0.07
P 2.0454 0.1071 0.0234 0.62
H 0.9650 -0.5662 0.6128 -0.24
H 2.2447 1.3787 0.7529 -0.14
H 1.1752 0.4454 -1.0080 -0.20
```

Results
Multiplicity: 1
Relative energy (zero: lowest compared OMol25 entry of this formula, charge and spin): 4.838 eV
HOMO energy: -0.3481 Ha
LUMO: 0.0189 hartree

=====

This record from the Open Molecules 2025 dataset describes a cluster of 2 separate species, CH4NP3 in total in a non-equilibrium geometry. The level of theory is ωB97M-V/def2-TZVPD.

XYZ file:
```
9
Properties=species:S:1:pos:R:3:lowdin_charge:R:1
C -0.8381 2.4129 0.1940 -0.38
N -1.6154 3.2005 0.4871 -0.11
P 0.7649 -1.0720 1.5548 0.43
P -1.1621 -0.7135 -1.0786 0.40
P 0.7574 0.0599 -0.3653 0.35
H 1.7273 -1.9779 1.0975 -0.15
H 1.8756 -0.5966 2.0966 -0.21
H -1.1805 0.1974 -2.2375 -0.10
H -0.3290 -1.5107 -1.7487 -0.23
```

Results
Multiplicity: 1
Relative energy (zero: lowest compared OMol25 entry of this formula, charge and spin): 3.514 eV
HOMO energy (spin up / spin down): -0.3638 / -0.3637 Ha
LUMO (spin up / spin down): -0.1036 / -0.1036 hartree

=====

This record from the Open Molecules 2025 dataset describes a cluster of 2 separate species, CH4NS in total in a non-equilibrium geometry. The level of theory is ωB97M-V/def2-TZVPD.

XYZ file:
```
7
Properties=species:S:1:pos:R:3:lowdin_charge:R:1
S 0.1378 -1.8546 -2.2571 0.34
H 1.0238 -0.8825 -2.5045 -0.30
C 0.0234 0.2407 0.9508 -0.17
N -0.7206 1.0609 1.5632 0.00
H 0.1498 -0.7855 1.2970 0.05
H 0.5731 0.5401 0.0511 0.04
H -1.1873 1.6810 0.8994 0.04
```

Results
⟨S²⟩: 0.75
Multiplicity: 2
Relative energy (zero: lowest compared OMol25 entry of this formula, charge and spin): 0.457 eV
HOMO energy (spin up / spin down): -0.3505 / -0.3496 Ha
LUMO (spin up / spin down): 0.0302 / -0.1009 hartree

=====

This record from the Open Molecules 2025 dataset describes a structure of composition CH4NS2 in a non-equilibrium geometry. The level of theory is ωB97M-V/def2-TZVPD.

XYZ file:
```
8
Properties=species:S:1:pos:R:3:lowdin_charge:R:1
C 0.0521 -0.5391 -0.2681 -0.99
N 0.2473 0.7380 0.4738 0.14
S -1.6857 -1.1412 -0.6062 0.53
S -0.2385 -0.5889 -2.0313 0.59
H 0.6046 -1.6561 0.4440 0.24
H 0.0272 1.5847 -0.0169 0.16
H 1.2208 0.9604 0.6609 0.17
H -0.2276 0.6422 1.3438 0.15
```

Results
Multiplicity: 1
Net charge: +1
Relative energy (zero: lowest compared OMol25 entry of this formula, charge and spin): 1.033 eV
HOMO energy: -0.4911 Ha
LUMO: -0.1729 hartree

=====

This record from the Open Molecules 2025 dataset describes a structure of composition CH4Na6O5 in a non-equilibrium geometry. The level of theory is ωB97M-V/def2-TZVPD.

XYZ file:
```
16
Properties=species:S:1:pos:R:3:lowdin_charge:R:1
Na -1.1490 2.3036 0.5050 0.86
Na 1.4797 -0.6613 -0.6432 0.70
Na -1.3048 -0.8341 1.6837 0.86
Na -1.2006 1.2546 3.0018 0.86
Na 2.4067 1.5056 0.4915 0.90
Na 0.7623 2.1142 -1.7613 0.90
C 0.2183 0.3969 0.6675 -0.80
O 0.0345 -0.7986 0.3741 -0.07
O -0.4264 0.9711 1.6085 -0.16
O 0.8303 1.1356 -0.0691 -0.13
O -0.9015 -0.4546 -1.4314 0.09
H -0.5139 -0.4379 -0.5564 -0.19
H -0.7320 0.4184 -1.7856 0.07
O 0.3405 -2.3094 -1.0442 0.01
H -0.2518 -1.6435 -0.6951 -0.04
H 0.4078 -2.9606 -0.3458 0.11
```

Results
Multiplicity: 1
Net charge: +4
Relative energy (zero: lowest compared OMol25 entry of this formula, charge and spin): 15.581 eV
HOMO energy: -0.9000 Ha
LUMO: -0.6001 hartree

=====

This record from the Open Molecules 2025 dataset describes a structure of composition CH4Na8O5 in a non-equilibrium geometry. The level of theory is ωB97M-V/def2-TZVPD.

XYZ file:
```
18
Properties=species:S:1:pos:R:3:lowdin_charge:R:1
Na 1.8526 -0.8916 1.8915 0.92
Na 2.0641 -2.9208 0.0852 0.94
Na -1.8550 -0.3928 1.3881 0.77
Na 2.5463 -0.2680 -0.4985 0.89
Na -2.2682 -2.1760 -0.6865 0.93
Na -0.4048 -2.5119 1.1932 0.87
Na 0.7686 0.5953 -2.4795 0.91
Na -1.6011 0.3361 -1.3198 0.82
C 0.1477 -0.6464 -0.1628 -0.82
O 0.4710 0.4202 -0.7706 -0.13
O 1.0033 -1.3527 0.3241 -0.16
O -1.0107 -1.0321 -0.1037 -0.18
O -1.2473 1.3719 0.9699 0.06
H -0.3108 1.2349 0.8268 0.05
H -1.5601 1.7625 0.1540 0.11
O 0.7795 2.3907 -0.2376 0.10
H -0.1346 2.6465 -0.3611 0.09
H 0.7597 1.4341 -0.2127 -0.15
```

Results
Multiplicity: 1
Net charge: +6
Relative energy (zero: lowest compared OMol25 entry of this formula, charge and spin): 21.891 eV
HOMO energy: -1.1828 Ha
LUMO: -0.8865 hartree

=====

This record from the Open Molecules 2025 dataset describes a cluster of 2 separate species, CH4O2 in total in a non-equilibrium geometry. The level of theory is ωB97M-V/def2-TZVPD.

XYZ file:
```
7
Properties=species:S:1:pos:R:3:lowdin_charge:R:1
C -0.3788 0.3636 0.2874 -0.02
O 0.3507 1.0952 -0.5313 0.04
O 0.2711 -1.5717 0.0321 -0.31
H 0.0725 0.4004 1.2475 0.10
H -1.3149 0.1435 -0.0004 0.07
H 1.1614 1.3851 -0.1710 0.10
H -0.1619 -1.8161 -0.8643 0.01
```

Results
Multiplicity: 1
Relative energy (zero: lowest compared OMol25 entry of this formula, charge and spin): 2.134 eV
HOMO energy: -0.3470 Ha
LUMO: 0.0210 hartree

=====

This record from the Open Molecules 2025 dataset describes a structure of composition CH4O2 in a non-equilibrium geometry. The level of theory is ωB97M-V/def2-TZVPD.

XYZ file:
```
7
Properties=species:S:1:pos:R:3:lowdin_charge:R:1
C 0.5368 0.6191 -0.0752 -0.09
O -1.4161 -0.9716 0.0584 -0.12
O -0.1630 -0.1929 0.8481 -0.06
H 0.8929 -0.1146 -0.7484 0.08
H 1.3755 1.2073 0.4056 0.10
H -0.1777 1.2757 -0.4919 0.09
H -1.0484 -1.8229 0.0034 -0.01
```

Results
⟨S²⟩: 2.01
Multiplicity: 3
Relative energy (zero: lowest compared OMol25 entry of this formula, charge and spin): 1.852 eV
HOMO energy (spin up / spin down): -0.3046 / -0.3650 Ha
LUMO (spin up / spin down): 0.0356 / -0.0745 hartree

=====

This record from the Open Molecules 2025 dataset describes a cluster of 2 separate species, CH4O2P in total in a non-equilibrium geometry. The level of theory is ωB97M-V/def2-TZVPD.

XYZ file:
```
8
Properties=species:S:1:pos:R:3:lowdin_charge:R:1
C 0.3363 0.7901 -0.0982 -0.35
O 0.0512 -2.6622 -0.3995 -0.64
O 2.9715 0.2936 -0.4116 -0.57
P 1.9420 -0.1459 0.5182 0.77
H -0.3030 -0.1606 -0.4563 0.04
H 0.3069 1.6744 -0.7254 0.00
H -0.1661 1.0070 0.7992 -0.06
H -0.1167 -2.3898 0.5301 -0.20
```

Results
Multiplicity: 1
Net charge: -1
Relative energy (zero: lowest compared OMol25 entry of this formula, charge and spin): 3.433 eV
HOMO energy: -0.1096 Ha
LUMO: 0.1416 hartree

=====

This record from the Open Molecules 2025 dataset describes a cluster of 2 separate species, CH4O2P in total in a non-equilibrium geometry. The level of theory is ωB97M-V/def2-TZVPD.

XYZ file:
```
8
Properties=species:S:1:pos:R:3:lowdin_charge:R:1
C 0.4930 0.4757 0.0577 -0.29
O 3.3170 -0.9169 0.3162 -0.78
O 0.4868 -1.8571 -1.3826 -0.52
P 0.9218 -1.2599 -0.1014 0.62
H 1.4158 0.9808 0.0180 -0.01
H -0.0157 0.6286 -0.8991 0.03
H -0.1354 0.6769 0.8893 0.01
H 0.1741 -1.9215 0.7799 -0.06
```

Results
Multiplicity: 1
Net charge: -1
Relative energy (zero: lowest compared OMol25 entry of this formula, charge and spin): 5.107 eV
HOMO energy (spin up / spin down): -0.1314 / -0.1112 Ha
LUMO (spin up / spin down): 0.1620 / 0.1644 hartree

=====

This record from the Open Molecules 2025 dataset describes a cluster of 2 separate species, CH4O2S in total in a non-equilibrium geometry. The level of theory is ωB97M-V/def2-TZVPD.

XYZ file:
```
8
Properties=species:S:1:pos:R:3:lowdin_charge:R:1
O -0.8068 0.3693 -0.5603 0.03
C -1.2611 -0.6906 -0.9476 -0.35
O -2.5573 -0.7695 -1.4054 0.02
H -0.6616 -1.6491 -1.0374 0.16
H -2.9876 0.1352 -1.3725 0.14
S 2.7886 1.0269 1.2170 0.48
H 3.6792 1.0838 2.1932 -0.24
H 1.8066 0.4940 1.9130 -0.24
```

Results
Multiplicity: 1
Relative energy (zero: lowest compared OMol25 entry of this formula, charge and spin): 0.269 eV
HOMO energy: -0.3523 Ha
LUMO: 0.0285 hartree

=====

This record from the Open Molecules 2025 dataset describes a cluster of 2 separate species, CH4O3 in total in a non-equilibrium geometry. The level of theory is ωB97M-V/def2-TZVPD.

XYZ file:
```
8
Properties=species:S:1:pos:R:3:lowdin_charge:R:1
O 0.5935 1.0412 -0.8165 0.00
C 0.4165 -0.0869 -1.2711 -0.38
O -0.1140 -1.0716 -0.5967 0.05
H 0.7034 -0.3221 -2.3063 0.14
H -0.5157 -0.7010 0.2812 0.05
O -0.6175 0.1773 1.4163 -0.02
H -0.3621 0.0911 2.3462 0.09
H -0.1042 0.8722 0.9467 0.06
```

Results
Multiplicity: 1
Relative energy (zero: lowest compared OMol25 entry of this formula, charge and spin): 0.109 eV
HOMO energy: -0.3963 Ha
LUMO: 0.0238 hartree